(a)
16
Properties=species:S:1:pos:R:3 method="wB97M-V/def2-TZVPD" homo_lumo_gap_ha="0.26711 / 0.26594" lumo_ev="-11.0 / -11.0" e_homo_ev="-18.2587 / -18.2382" total_charge=+2 multiplicity=1
C -0.16177 -0.77827 0.24305
C 0.19951 1.43421 -0.52486
C 0.25107 -0.70481 -1.78624
C -0.38031 -1.86349 1.02572
N -0.14942 1.71736 1.81473
N 0.13833 2.13268 0.62067
N 0.05738 0.10574 -0.55418
H -0.07727 2.35508 2.58943
H 0.37995 1.85182 -1.46715
H -0.00135 -1.82977 -1.62385
H -0.62215 -0.51652 -2.29455
H 1.25101 -0.75559 -2.26261
H 0.51239 -2.43058 1.08261
H -0.53871 -1.48721 1.98947
H -1.25960 -2.33051 0.70974
H 0.40093 3.09986 0.43802

(b)
16
Properties=species:S:1:pos:R:3 method="wB97M-V/def2-TZVPD" homo_lumo_gap_ha=0.36908 lumo_ev=-11.8 e_homo_ev=-21.7971 total_charge=+2 multiplicity=1 smiles="C[N+]1(C)C=N[NH+]=C1"
C -1.04247 -0.15909 -1.21867
N -0.15400 -0.08117 -0.03400
C -0.92844 0.00420 1.23085
C 0.88877 -1.11717 0.22684
N 2.02670 -0.62986 0.10059
N 1.95170 0.64900 -0.11566
C 0.64099 1.10025 -0.19890
H -1.90065 0.44348 -1.06166
H -0.64392 -0.11627 -2.24617
H -1.42075 -1.30446 -1.22926
H -1.46335 0.98784 1.21557
H -1.58304 -0.84739 1.33664
H -0.24918 -0.00595 1.95774
H 0.85917 -2.28728 0.43474
H 2.77939 1.28999 -0.10736
H 0.23907 2.07387 -0.29128

List of relative energies, unit eV: (a) 2.188; (b) 0.000

(a)
21
Properties=species:S:1:pos:R:3 method="wB97M-V/def2-TZVPD" homo_lumo_gap_ha="0.11566 / 0.44459" lumo_ev="0.5 / 0.4" s_squared=0.75 e_homo_ev="-2.6234 / -11.6916" multiplicity=2
C -0.82116 -0.58467 -0.67108
N -0.10261 0.27296 0.32060
C 0.75342 -0.69126 1.08036
C 1.34911 -1.55379 -0.03253
C 0.03039 -1.80785 -0.87043
H -1.84754 -0.55266 -0.19353
H -0.76242 -0.13898 -1.67394
H -0.76509 0.90765 0.86882
H 0.59965 0.73721 -0.35926
H 0.13763 -1.34084 1.71173
H 1.58314 -0.32896 1.74245
H 2.12807 -0.89169 -0.39146
H 1.79222 -2.51144 0.37479
H -0.55830 -2.60534 -0.51229
H 0.33228 -1.93189 -1.92290
H -2.16093 2.72188 1.58708
H -2.36740 1.67412 2.70599
O -2.26053 1.75800 1.77440
H 1.11759 2.47889 -1.56429
H 1.44038 1.41510 -2.58950
O 1.28282 1.52721 -1.65763

(b)
21
Properties=species:S:1:pos:R:3 method="wB97M-V/def2-TZVPD" homo_lumo_gap_ha="0.13550 / 0.40727" lumo_ev="0.9 / 0.6" s_squared=0.75 e_homo_ev="-2.8309 / -10.4425" multiplicity=2
O 1.69969 -0.13522 1.51567
C 0.25492 -0.34956 1.72787
C -0.37068 -0.78209 0.39694
N 0.69180 -0.10639 -0.80806
C 0.71082 -0.96221 -2.08617
C -1.81359 -0.61800 0.19680
H 2.29316 0.24029 2.26689
H 0.09031 -1.25051 2.46642
H -0.26053 0.48582 2.30679
H 0.09084 -1.90568 0.40791
H 1.71643 -0.08990 -0.51367
H 0.35308 0.92876 -0.78841
H 1.30730 -1.86636 -1.96107
H -0.31178 -0.95629 -2.51481
H 1.42441 -0.39948 -2.68141
H -2.34896 -0.82890 1.12633
H -2.20254 -1.18041 -0.66825
H -2.09915 0.30999 -0.17400
H -0.09485 3.65233 0.48281
H -0.63574 3.05020 -0.79602
O -0.49498 2.76363 0.09745

List of relative energies, unit eV: (a) 0.000; (b) 1.754

(a)
11
Properties=species:S:1:pos:R:3 method="wB97M-V/def2-TZVPD" homo_lumo_gap_ha=0.37835 lumo_ev=0.7 e_homo_ev=-9.5967 multiplicity=1 smiles=O[C@@H]1[C@@H](F)[C@@H]1S
O 0.08466 1.94420 -0.25029
C 0.64400 0.87830 0.41568
C 1.03816 -0.29812 -0.40932
F 2.16113 -0.99936 -0.08727
C -0.12675 -0.42460 0.53250
S -1.82528 -0.51931 -0.02120
H -0.90910 1.93084 -0.11018
H 1.32249 1.13894 1.26544
H 0.87906 -0.23982 -1.46962
H 0.07328 -1.00907 1.44702
H -1.62126 -1.00487 -1.23882

(b)
11
Properties=species:S:1:pos:R:3 method="wB97M-V/def2-TZVPD" homo_lumo_gap_ha=0.36757 lumo_ev=0.6 e_homo_ev=-9.3528 multiplicity=1 smiles=O[C@H]1[C@@H](F)[C@H]1S
O 0.75447 -0.68284 1.54301
C -0.33847 0.08303 1.25966
C -0.20511 1.24622 0.29086
F 0.91770 1.62336 -0.33467
C -0.93576 0.08950 -0.14092
S -0.19989 -1.12149 -1.21245
H 0.70089 -1.62093 0.95285
H -0.90617 0.19640 2.20240
H -0.85064 2.05059 0.57157
H -1.99201 0.09057 -0.35259
H 0.82710 -0.43283 -1.76465

List of relative energies, unit eV: (a) 0.000; (b) 0.692

(a)
60
Properties=species:S:1:pos:R:3 method="wB97M-V/def2-TZVPD" homo_lumo_gap_ha=0.31959 lumo_ev=0.1 e_homo_ev=-8.5845 multiplicity=1 smiles="CC(=O)c1ccc(NC(=O)CN2CCN(CC(=O)Nc3ccc(C(C)=O)cc3)CC2)cc1"
C 1.18926 3.26434 5.88180
C 2.49711 3.60206 5.20317
O 3.26978 4.39999 5.68885
C 2.79079 2.91753 3.92367
C 3.99593 3.21361 3.28144
C 4.34420 2.61702 2.08965
C 3.47823 1.69467 1.50313
N 3.76055 1.04791 0.30857
C 4.80209 1.21170 -0.54894
O 5.73705 1.96460 -0.40416
C 4.67589 0.27323 -1.75399
N 3.29328 -0.09677 -1.97780
C 2.54516 0.94787 -2.65703
C 1.06016 0.60491 -2.61569
N 0.84992 -0.67252 -3.27657
C -0.53948 -1.00637 -3.47687
C -1.38500 -1.19925 -2.20940
O -0.95286 -1.08702 -1.08494
N -2.68052 -1.50967 -2.51320
C -3.75583 -1.75114 -1.65670
C -3.64786 -1.69628 -0.26873
C -4.75183 -1.94221 0.52275
C -5.98775 -2.24890 -0.04427
C -7.21345 -2.52244 0.74555
C -7.09619 -2.44233 2.24809
O -8.26242 -2.79697 0.20478
C -6.08466 -2.30306 -1.43698
C -4.98980 -2.05848 -2.23307
C 1.62061 -1.71799 -2.62445
C 3.10227 -1.35432 -2.67427
C 2.26931 1.39301 2.13550
C 1.92989 1.99439 3.32742
H 0.35383 3.51170 5.23067
H 1.15092 2.20246 6.11420
H 1.10820 3.83627 6.80260
H 4.65679 3.92883 3.74776
H 5.27585 2.85434 1.60374
H 3.06253 0.38992 -0.03498
H 5.15104 0.75380 -2.62229
H 5.25462 -0.62442 -1.51534
H 2.71753 1.89942 -2.14931
H 2.86742 1.04683 -3.70702
H 0.49306 1.37049 -3.15080
H 0.72503 0.58390 -1.56863
H -0.99477 -0.20608 -4.07137
H -0.58259 -1.93189 -4.06203
H -2.91101 -1.57732 -3.49590
H -2.69835 -1.46093 0.18113
H -4.63621 -1.89189 1.59371
H -6.77418 -1.44720 2.54662
H -8.06449 -2.65570 2.69340
H -6.36876 -3.16759 2.60598
H -7.04288 -2.54146 -1.87348
H -5.08151 -2.10325 -3.30958
H 1.45679 -2.65613 -3.16041
H 1.32181 -1.85168 -1.57477
H 3.68320 -2.13162 -2.17274
H 3.42647 -1.29126 -3.72621
H 1.59682 0.68016 1.67869
H 0.98903 1.73917 3.78906

(b)
60
Properties=species:S:1:pos:R:3 method="wB97M-V/def2-TZVPD" homo_lumo_gap_ha=0.31385 lumo_ev=0.4 e_homo_ev=-8.0961 multiplicity=1 smiles="CCc1nn(CCCC(=O)NCc2ccc(OC(C)C)cc2)c(=O)c2cc3occc3n12"
C -5.00896 0.53733 -2.67045
C -4.34818 1.72866 -1.99225
C -3.15636 1.33345 -1.18175
N -2.75241 0.12442 -1.15250
N -1.68581 -0.24325 -0.41552
C -1.36768 -1.65653 -0.51086
C -2.36561 -2.50875 0.27531
C -2.20266 -2.37585 1.79270
C -0.94439 -3.11451 2.23629
O -0.92731 -4.32170 2.38747
N 0.12263 -2.32150 2.43682
C 1.44641 -2.85759 2.68845
C 2.35937 -2.52757 1.53924
C 3.38200 -1.60430 1.67034
C 4.18290 -1.25770 0.59489
C 3.96138 -1.83304 -0.65110
O 4.67757 -1.59124 -1.78203
C 5.73025 -0.63762 -1.77730
C 5.17957 0.78748 -1.84718
C 6.59632 -0.95140 -2.99364
C 2.92687 -2.76266 -0.78814
C 2.14186 -3.10294 0.29068
C -0.95789 0.60689 0.38208
O -0.02464 0.21254 1.06926
C -1.40060 1.98335 0.32682
C -0.89849 3.10978 0.95444
C -1.72265 4.15891 0.52804
O -1.87254 5.48635 0.68240
C -2.93945 5.82500 -0.08153
C -3.49466 4.76184 -0.73200
C -2.70343 3.65571 -0.34006
N -2.50558 2.31554 -0.46485
H -4.30313 0.03957 -3.32791
H -5.86507 0.86719 -3.25283
H -5.34318 -0.18082 -1.92789
H -5.06038 2.22974 -1.32981
H -4.02762 2.45984 -2.74063
H -1.41363 -1.92633 -1.56872
H -0.34913 -1.79124 -0.14370
H -3.37412 -2.20931 -0.01908
H -2.22708 -3.55552 0.00090
H -3.05471 -2.84911 2.28245
H -2.16151 -1.32696 2.08742
H 0.09082 -1.34703 2.15348
H 1.83717 -2.43590 3.62010
H 1.32940 -3.93939 2.80292
H 3.56391 -1.14058 2.62915
H 4.97021 -0.53627 0.74823
H 6.33716 -0.76108 -0.86832
H 4.50321 0.98157 -1.01822
H 4.62934 0.92068 -2.77569
H 5.99568 1.50433 -1.81270
H 6.97543 -1.96767 -2.92812
H 6.00316 -0.86191 -3.89979
H 7.43363 -0.26117 -3.04403
H 2.76561 -3.20610 -1.75843
H 1.34861 -3.82757 0.17313
H -0.05702 3.13509 1.61424
H -3.21491 6.86104 -0.08539
H -4.33998 4.78985 -1.38730

List of relative energies, unit eV: (a) 0.000; (b) 1.243